# 1
Here is C16H36ClF12NO20S4Sn as an isolated structure at a distorted geometry from OMol25. Energies are from the ωB97M-V functional and the def2-TZVPD basis.

Each line ends with the Löwdin charge.
Atoms and positions in Å:
Sn  -0.565  0.143  0.064  1.830
C  3.327  -3.848  1.314  -0.670
F  2.635  -3.632  2.419  0.143
F  4.353  -2.985  1.246  0.133
F  3.729  -5.091  1.202  0.152
S  2.121  -3.571  -0.169  0.728
O  1.256  -4.758  -0.122  -0.329
O  1.447  -2.285  0.105  -0.385
N  3.313  -3.427  -1.479  -0.242
S  2.554  -4.211  -2.560  0.550
O  2.687  -5.669  -2.482  -0.336
O  1.215  -3.694  -2.895  -0.338
C  3.667  -3.824  -4.098  -0.653
F  4.893  -4.291  -3.957  0.141
F  3.089  -4.389  -5.147  0.128
F  3.735  -2.481  -4.275  0.102
C  4.112  0.500  3.351  -0.594
F  5.400  0.810  3.506  0.120
F  4.011  -0.817  3.623  0.095
F  3.386  1.294  4.196  0.085
S  3.528  0.782  1.506  0.483
O  4.289  -0.107  0.623  -0.305
O  2.107  0.489  1.411  -0.429
O  3.760  2.201  1.239  -0.341
C  1.759  0.394  -4.919  -0.599
F  0.963  1.400  -5.359  0.087
F  1.060  -0.727  -4.848  0.126
F  2.803  0.185  -5.772  0.092
S  2.481  0.869  -3.162  0.489
O  1.341  0.743  -2.248  -0.422
O  3.598  -0.048  -2.940  -0.314
O  2.964  2.242  -3.269  -0.341
Cl  -4.685  0.550  0.331  0.579
O  -5.755  1.375  -0.094  -0.346
O  -5.188  -0.560  1.123  -0.378
O  -3.930  0.057  -0.782  -0.405
O  -3.836  1.259  1.216  -0.396
C  -1.990  -2.048  -4.527  -0.083
C  -1.889  -2.321  -3.043  -0.308
O  -0.707  -1.709  -2.562  -0.153
H  -1.386  -2.788  -5.052  0.077
H  -1.747  -1.028  -4.826  0.068
H  -3.007  -2.134  -4.910  0.064
H  -1.861  -3.384  -2.803  0.113
H  -2.779  -1.895  -2.580  0.102
H  0.014  -2.229  -2.924  0.028
C  -0.716  3.337  -3.434  -0.096
C  -1.563  2.121  -3.194  -0.293
O  -1.924  2.257  -1.811  -0.157
H  -0.380  3.210  -4.463  0.066
H  0.219  3.273  -2.877  0.063
H  -1.251  4.276  -3.286  0.079
H  -0.924  1.261  -3.395  0.087
H  -2.446  2.097  -3.834  0.120
H  -2.789  2.660  -1.913  0.088
C  -2.322  3.360  4.812  -0.070
C  -1.621  4.741  4.862  -0.320
O  -2.036  5.440  6.013  -0.098
H  -2.163  2.767  5.712  0.069
H  -1.998  2.828  3.917  0.062
H  -3.403  3.485  4.751  0.070
H  -1.979  5.359  4.038  0.101
H  -0.534  4.665  4.877  0.113
H  -2.907  5.804  5.833  0.076
C  -0.016  4.762  -0.044  -0.052
C  -0.642  3.895  1.072  -0.296
O  0.290  2.882  1.283  -0.156
H  0.028  4.300  -1.030  0.051
H  0.984  5.109  0.216  0.080
H  -0.577  5.685  -0.188  0.066
H  -1.605  3.453  0.816  0.106
H  -0.724  4.373  2.048  0.093
H  1.134  3.316  1.428  0.083
C  -3.464  -3.684  0.453  -0.054
C  -1.910  -3.644  0.617  -0.310
O  -1.587  -2.546  1.413  -0.144
H  -3.828  -4.493  -0.181  0.065
H  -3.757  -2.715  0.048  0.050
H  -3.957  -3.775  1.420  0.066
H  -1.306  -3.599  -0.289  0.095
H  -1.480  -4.538  1.069  0.109
H  -1.716  -2.871  2.307  0.087
C  0.965  -1.106  4.092  -0.074
C  0.113  0.207  4.124  -0.290
O  -0.924  -0.036  3.209  -0.151
H  1.856  -0.966  4.704  0.057
H  1.389  -1.257  3.099  0.049
H  0.410  -2.010  4.343  0.071
H  0.748  1.046  3.840  0.099
H  -0.349  0.356  5.100  0.106
H  -1.609  -0.431  3.754  0.090

Summary:
DFT total energy = -153911.547 eV
Lowest unoccupied orbital energy = 0.1046 Ha
2S+1 = 1
Charge = -2

---

# 2
Here is a 4-piece molecular cluster, C24H36FN2O7 overall at a distorted geometry from OMol25. Energies are from the ωB97M-V functional and the def2-TZVPD basis.

Each line ends with the Löwdin charge.
Atoms and positions in Å:
C  -2.421  0.577  -0.190  -0.048
C  -2.140  -0.852  -0.539  -0.140
C  -0.529  -1.292  -0.571  -0.130
C  -0.022  -1.271  1.027  -0.100
C  1.409  -0.617  1.266  0.139
C  1.862  -0.556  2.827  0.010
C  3.262  0.095  3.362  -0.227
C  3.166  1.746  3.616  -0.047
F  3.720  -0.556  4.630  -0.097
C  0.698  -1.191  3.741  0.098
N  -0.526  -1.761  3.193  -0.151
C  -1.514  -2.344  4.233  -0.124
C  -0.826  -3.449  5.229  -0.140
C  -0.976  -2.824  6.774  -0.230
O  0.174  -3.235  7.645  -0.149
N  -0.993  -1.867  1.937  0.152
H  -2.087  1.486  -0.878  0.064
H  -2.996  0.748  0.842  0.084
H  -2.989  -1.655  -0.758  0.117
H  -0.384  -2.358  -1.063  0.126
H  0.088  -0.462  -1.159  0.109
H  2.054  -0.220  0.376  0.090
H  4.066  -0.050  2.495  0.165
H  2.055  2.130  3.616  0.091
H  3.681  1.951  4.664  0.107
H  3.759  2.255  2.730  0.100
H  0.867  -1.183  4.911  0.162
H  -1.945  -1.396  4.800  0.143
H  -2.445  -2.860  3.719  0.148
H  -1.330  -4.524  5.136  0.136
H  0.323  -3.616  5.067  0.121
H  -2.010  -3.147  7.275  0.143
H  -0.880  -1.638  6.695  0.116
H  0.282  -2.433  8.265  0.116
O  3.401  -0.240  -0.829  0.053
C  3.604  -1.245  -1.490  -0.441
O  2.649  -2.172  -1.794  0.010
C  3.259  -3.263  -2.482  -0.157
C  4.534  -2.707  -3.060  -0.153
C  4.931  -1.668  -2.043  -0.068
H  3.444  -4.069  -1.764  0.133
H  2.584  -3.631  -3.260  0.135
H  5.299  -3.470  -3.228  0.129
H  4.324  -2.220  -4.020  0.131
H  5.534  -2.096  -1.237  0.142
H  5.450  -0.827  -2.510  0.143
O  3.157  1.854  -4.777  0.099
C  1.986  1.890  -4.437  -0.454
O  0.999  2.520  -5.139  0.042
C  -0.218  2.454  -4.397  -0.177
C  -0.052  1.285  -3.463  -0.170
C  1.429  1.297  -3.178  -0.095
H  -0.352  3.399  -3.860  0.119
H  -1.060  2.313  -5.081  0.129
H  -0.671  1.360  -2.565  0.085
H  -0.318  0.355  -3.981  0.129
H  1.676  1.949  -2.336  0.141
H  1.814  0.288  -3.013  0.105
O  -2.697  3.692  -3.506  0.096
C  -3.868  3.727  -3.165  -0.435
O  -4.855  4.357  -3.867  0.042
C  -6.073  4.292  -3.126  -0.164
C  -5.906  3.122  -2.191  -0.164
C  -4.426  3.134  -1.907  -0.095
H  -6.206  5.237  -2.589  0.133
H  -6.914  4.151  -3.810  0.133
H  -6.525  3.197  -1.293  0.123
H  -6.173  2.192  -2.709  0.126
H  -4.179  3.787  -1.064  0.141
H  -4.040  2.126  -1.742  0.096

Summary:
DFT total energy = -45484.287 eV
Lowest unoccupied orbital energy = -0.1677 Ha
2S+1 = 1
Charge = +1

---

# 3
Here is one molecule with the formula C4H5NO at a distorted geometry from OMol25. Energies are from the ωB97M-V functional and the def2-TZVPD basis.

Each line ends with the Löwdin charge.
Atoms and positions in Å:
C  -0.608  -1.771  -1.171  -0.253
C  0.670  -0.048  -0.727  -0.100
C  0.834  1.099  -0.112  -0.101
C  0.169  1.287  1.117  -0.231
H  -1.764  -1.894  -1.410  0.138
H  -0.269  -2.621  -0.581  0.103
H  -0.298  -1.803  -2.232  0.100
H  1.478  -0.479  -1.384  0.160
H  1.840  1.491  -0.054  0.106
N  -0.546  1.187  2.045  0.154
O  -0.444  -0.801  -0.411  -0.077

Summary:
DFT total energy = -7763.320 eV
Relative energy (zero: lowest compared OMol25 entry of this formula, charge and spin) = 3.207 eV
Lowest unoccupied orbital energy = 0.0177 Ha
2S+1 = 1

---

# 4
Here is C24H37N4O7P2SY as an isolated structure at a distorted geometry from OMol25. Energies are from the ωB97M-V functional and the def2-TZVPD basis.

Each line ends with the Löwdin charge.
Atoms and positions in Å:
Y  13.056  11.750  8.999  1.581
C  16.596  12.931  11.087  0.006
C  16.168  12.274  9.768  -0.393
C  16.959  12.687  8.543  -0.013
O  16.281  10.811  9.923  -0.193
P  15.549  9.665  9.090  0.513
O  14.401  10.139  8.220  -0.342
C  14.928  8.491  10.327  -0.180
P  13.913  9.401  11.528  0.545
O  13.138  10.593  10.941  -0.369
O  14.808  10.035  12.640  -0.171
C  15.376  9.266  13.763  -0.415
C  16.871  9.474  13.693  -0.025
C  14.726  9.817  15.014  -0.021
O  12.872  8.409  12.172  -0.172
C  11.804  7.783  11.353  -0.414
C  10.493  8.152  12.011  -0.022
C  12.091  6.298  11.379  -0.028
O  16.541  8.993  8.092  -0.148
C  17.929  8.492  8.178  -0.369
C  18.028  7.447  9.270  -0.039
C  18.903  9.646  8.327  -0.035
H  16.512  14.011  11.025  0.100
H  17.614  12.666  11.330  0.096
H  15.952  12.602  11.905  0.084
H  15.060  12.462  9.618  0.061
H  17.987  12.372  8.650  0.082
H  16.938  13.762  8.353  0.103
H  16.527  12.152  7.683  0.093
H  15.746  7.976  10.838  0.082
H  14.338  7.718  9.804  0.100
H  15.111  8.210  13.608  0.141
H  17.063  10.546  13.776  0.092
H  17.295  9.150  12.737  0.072
H  17.395  8.977  14.516  0.104
H  14.953  10.883  15.086  0.096
H  15.066  9.310  15.924  0.104
H  13.636  9.733  14.939  0.090
H  11.876  8.192  10.325  0.135
H  10.530  7.836  13.058  0.102
H  9.640  7.679  11.523  0.099
H  10.313  9.238  12.034  0.075
H  12.150  5.927  12.399  0.100
H  13.045  6.074  10.900  0.074
H  11.315  5.743  10.850  0.102
H  18.047  8.008  7.197  0.158
H  17.973  7.901  10.265  0.076
H  18.982  6.923  9.206  0.104
H  17.233  6.711  9.177  0.089
H  18.724  10.177  9.270  0.076
H  18.818  10.393  7.524  0.093
H  19.930  9.274  8.317  0.103
N  14.671  14.674  6.002  0.216
C  14.057  14.210  7.110  -0.442
O  13.682  12.986  7.133  -0.148
C  13.840  15.157  8.265  -0.191
C  14.360  16.474  8.210  -0.227
N  14.758  17.562  8.095  0.175
C  13.240  14.665  9.404  -0.199
N  12.705  13.974  10.208  0.100
H  14.751  14.061  5.198  0.138
H  14.920  15.653  5.929  0.122
S  8.861  10.405  7.144  1.163
C  10.545  10.616  7.258  -0.402
N  11.018  11.102  8.423  -0.140
C  9.980  11.280  9.389  -0.289
C  10.093  11.816  10.690  -0.039
C  8.927  12.002  11.440  -0.043
C  7.699  11.636  10.902  -0.046
C  7.576  11.128  9.606  -0.044
C  8.737  10.963  8.831  -0.414
H  11.204  10.384  6.441  0.094
H  11.046  12.111  11.132  0.077
H  8.977  12.431  12.429  0.122
H  6.796  11.746  11.488  0.122
H  6.601  10.878  9.219  0.119

Summary:
DFT total energy = -76233.724 eV
Lowest unoccupied orbital energy = -0.2111 Ha
2S+1 = 1
Charge = +2